A structure of composition C6H25Ba2O7 in a non-equilibrium geometry. Source: the Open Molecules 2025 dataset; level of theory: ωB97M-V/def2-TZVPD.

charge = +3
HOMO = -0.556 Ha
Kohn-Sham gap = 0.1348 hartree
energy relative to the best compared isomer or geometry (same formula, charge and spin) = 689.46 kJ/mol

```
40
C6H25Ba2O7 | the Open Molecules 2025 dataset | ωB97M-V/def2-TZVPD
Ba 14.6232 -10.0799 27.2798
Ba 18.5418 -10.9191 31.3170
O 16.9192 -12.7880 28.2380
H 17.5621 -12.8919 27.5096
C 21.6614 -9.1984 28.0538
O 21.7090 -9.0936 29.4452
H 22.6222 -9.4772 27.6211
H 20.9501 -9.9804 27.7879
H 21.3208 -8.2450 27.6499
H 22.3217 -8.3727 29.6079
C 20.2753 -13.1185 24.9614
O 20.9383 -14.0142 25.7999
H 19.8529 -13.7102 24.1493
H 19.4327 -12.6150 25.4353
H 20.9871 -12.3812 24.5902
H 21.4733 -14.6212 25.2832
C 23.0646 -13.3629 30.0977
O 21.6935 -13.3679 29.7641
H 23.4805 -14.3704 30.0986
H 23.7055 -12.7283 29.4857
H 23.2582 -12.9355 31.0815
H 21.5441 -13.6590 28.8616
C 18.5749 -17.4283 27.7939
O 18.1702 -18.5463 26.9867
H 17.9652 -17.3547 28.6944
H 19.5888 -17.6284 28.1404
H 18.5312 -16.4584 27.2983
H 17.2283 -18.4591 26.8230
C 14.8739 -16.1617 31.2663
O 14.8411 -15.7573 29.8877
H 15.1810 -17.2020 31.3741
H 15.5946 -15.5438 31.8020
H 13.8760 -15.9780 31.6645
H 15.4623 -15.0412 29.7364
C 15.5257 -14.3166 23.7178
O 15.1427 -13.4158 24.7521
H 14.7279 -15.0263 23.4989
H 15.7929 -13.7414 22.8313
H 16.4183 -14.8817 23.9863
H 15.6437 -13.7137 25.5150
```


A structure of composition C34H26ClCoNO8S2 in a non-equilibrium geometry. Source: the Open Molecules 2025 dataset; level of theory: ωB97M-V/def2-TZVPD.

HOMO (alpha / beta) = -0.311 / -0.313 Ha
Kohn-Sham gap (alpha / beta) = 0.3025 / 0.3042 hartree
spin multiplicity = 4

```
73
C34H26ClCoNO8S2 | the Open Molecules 2025 dataset | ωB97M-V/def2-TZVPD
Co 0.4579 0.3126 -0.9751
O -0.5674 -2.4447 0.6449
Cl -1.2860 -1.6144 -0.2507
O -2.6072 -2.0461 -0.3906
O -0.6371 -1.5582 -1.5223
O -1.2603 -0.2613 0.2772
C 1.8783 6.9467 4.3502
C 1.3645 5.7445 3.6202
C 0.0380 5.3483 3.7475
C -0.4212 4.2091 3.1122
C 0.4527 3.4612 2.3421
C 1.7633 3.8623 2.1689
C 2.2160 4.9990 2.8127
S -0.1326 1.9133 1.6053
O 1.0239 1.4667 0.7586
C 0.1213 1.0076 3.1759
C -1.0715 0.7799 3.8842
C -1.0787 0.0450 5.0346
C 0.1134 -0.5374 5.5184
C 0.1268 -1.3832 6.6478
C 1.2855 -1.9734 7.0679
C 2.4846 -1.7295 6.3828
C 2.5084 -0.9077 5.2911
C 1.3262 -0.2915 4.8250
C 1.3150 0.5181 3.6503
C 2.6146 0.7034 2.9669
C 3.6163 1.5638 3.4861
C 3.3967 2.3802 4.6157
C 4.3936 3.1804 5.0998
C 5.6519 3.2067 4.4774
C 5.8891 2.4381 3.3726
C 4.8822 1.6056 2.8415
C 5.1007 0.8206 1.6887
C 4.1156 0.0111 1.1980
C 2.8890 -0.0634 1.8636
S 1.5154 -1.0363 1.2050
O 1.8016 -1.0028 -0.2735
C 2.1223 -2.6353 1.7768
C 1.5214 -3.1259 2.9239
C 1.8505 -4.3841 3.3883
C 2.7607 -5.1750 2.6963
C 3.0433 -6.5811 3.1304
C 3.3626 -4.6596 1.5521
C 3.0527 -3.3926 1.0914
H 1.0555 7.5731 4.6848
H 2.5369 7.5331 3.7133
H 2.4512 6.6352 5.2245
H -0.6349 5.9390 4.3522
H -1.4503 3.9004 3.2129
H 2.4128 3.2788 1.5361
H 3.2443 5.3085 2.6948
H -1.9848 1.1935 3.4846
H -1.9977 -0.1250 5.5759
H -0.8027 -1.5658 7.1659
H 1.2873 -2.6321 7.9233
H 3.3962 -2.1989 6.7183
H 3.4327 -0.7403 4.7592
H 2.4278 2.3558 5.0926
H 4.2204 3.7954 5.9706
H 6.4320 3.8375 4.8761
H 6.8517 2.4532 2.8823
H 6.0592 0.8801 1.1951
H 4.2524 -0.5658 0.2975
H 0.7711 -2.5339 3.4231
H 1.3725 -4.7678 4.2779
H 2.3428 -6.8960 3.9001
H 4.0555 -6.6716 3.5238
H 2.9555 -7.2585 2.2820
H 4.0667 -5.2675 1.0028
H 3.4951 -3.0075 0.1869
O -0.7604 3.1018 -0.5012
N -0.4704 2.9030 -1.6711
O 0.2007 1.9065 -2.0266
```


A cluster of 10 separate species, C20H60O10S5 in total in a non-equilibrium geometry. Source: the Open Molecules 2025 dataset; level of theory: ωB97M-V/def2-TZVPD.

HOMO = -0.309 Ha
Kohn-Sham gap = 0.3203 hartree
energy relative to the best compared isomer or geometry (same formula, charge and spin) = 26.44 kJ/mol

```
95
C20H60O10S5 | the Open Molecules 2025 dataset | ωB97M-V/def2-TZVPD
C -0.3553 0.6903 -0.6967
C 0.1237 -0.5537 -1.2617
O 1.0707 -1.1487 -0.3227
H -1.4863 1.1143 -1.1067
H 0.3407 1.5503 -0.6907
H -0.6163 0.6403 0.5023
H 0.4997 -0.2967 -2.2627
H -0.5513 -1.2647 -1.3447
H 1.1567 -1.8557 -0.8747
C -2.0413 -2.8677 1.6333
C -3.3033 -3.4727 0.9893
O -2.9753 -4.8157 0.6103
H -1.1383 -2.6377 1.1873
H -1.7533 -3.3047 2.4033
H -2.5143 -1.9497 1.9233
H -3.3003 -2.9607 0.0423
H -4.1403 -3.3327 1.5393
H -3.6603 -5.1677 -0.0967
C 2.1857 1.6053 2.1843
C 3.7077 2.1553 2.2223
O 4.7357 1.1283 2.1713
H 1.8037 2.4873 2.0273
H 1.7847 1.2173 2.9153
H 2.0427 1.1733 1.2473
H 3.8857 2.8973 3.0513
H 4.0437 2.7073 1.3613
H 4.9657 0.8143 2.9793
C 4.3867 0.4263 -4.9977
C 3.6487 -0.7967 -4.5937
O 3.4007 -0.8527 -3.1757
H 3.7807 1.2543 -4.6557
H 5.1147 0.4923 -5.9627
H 5.2607 0.2553 -4.3037
H 4.0627 -1.7037 -4.6827
H 2.6087 -0.8657 -5.0617
H 3.0477 -1.6857 -2.9607
C -1.8023 3.8373 0.9483
C -2.8003 4.5623 1.9053
O -2.1493 5.4663 2.8713
H -1.0323 3.2533 1.4863
H -1.3143 4.5933 0.1433
H -2.4313 3.5433 0.1793
H -3.4143 3.8353 2.4323
H -3.4813 5.2073 1.3563
H -2.1293 6.3033 2.3913
C -1.7543 0.6363 3.9923
S -3.5333 0.3863 3.6283
O -3.9393 -0.9587 4.2443
C -4.2503 1.4853 4.9223
H -1.5683 0.0083 4.9713
H -1.3763 1.6183 4.1793
H -1.0623 0.1393 3.3113
H -3.5363 2.2923 5.1983
H -4.0183 0.8263 5.6103
H -5.3793 1.7263 4.6553
C -0.3323 -4.0477 -2.9157
S 1.3117 -4.3447 -2.2947
O 1.9127 -2.9427 -1.9787
C 0.6657 -4.9177 -0.6897
H -0.6473 -4.7687 -3.7147
H -0.1703 -3.0817 -3.6057
H -1.0343 -3.8127 -1.9417
H 1.6157 -4.8927 -0.1397
H 0.4297 -5.9797 -0.7507
H -0.0463 -4.2327 -0.4277
C -6.2473 0.5203 -1.9967
S -5.1383 -0.7947 -1.8567
O -4.4903 -0.9207 -3.1717
C -4.1003 0.0693 -0.6517
H -6.7673 0.6923 -1.0447
H -7.0213 0.3353 -2.7277
H -5.7613 1.4503 -2.2867
H -3.1073 -0.5067 -0.4567
H -4.5433 0.0373 0.2513
H -3.7693 0.9313 -1.0717
C 2.7467 4.3953 -3.7877
S 1.5687 4.6773 -2.5177
O 0.2407 3.9663 -2.8187
C 2.2367 3.5343 -1.3187
H 3.3727 5.1203 -3.7207
H 2.2487 4.9113 -4.5807
H 3.0087 3.3033 -3.9547
H 3.4137 3.6073 -1.2427
H 2.1207 2.5153 -1.6177
H 1.8497 3.7113 -0.2557
C 2.2717 -2.4497 2.2873
S 4.0047 -2.6897 2.7383
O 3.9777 -4.0747 3.5633
C 4.6277 -2.9697 1.0953
H 2.0787 -3.2757 1.6403
H 2.3277 -1.4537 1.8793
H 1.6597 -2.4167 3.2423
H 5.8347 -2.8747 1.1773
H 4.1367 -2.2717 0.4153
H 4.6647 -3.8917 0.8813
```


The molecule C7H9N in a non-equilibrium geometry. Source: the Open Molecules 2025 dataset; level of theory: ωB97M-V/def2-TZVPD.

HOMO = -0.303 Ha
Kohn-Sham gap = 0.2958 hartree
energy relative to the best compared isomer or geometry (same formula, charge and spin) = 159.47 kJ/mol

```
17
C7H9N | the Open Molecules 2025 dataset | ωB97M-V/def2-TZVPD
C -0.0430 1.6188 0.7867
C -0.0065 0.3985 0.2538
C -1.0552 -0.4469 -0.2292
C -2.5023 -0.1247 -0.2827
C -0.4311 -1.5376 -0.7273
N 0.9300 -1.6588 -0.4649
C 1.2314 -0.4434 -0.0993
C 2.6307 0.0139 0.1493
H 0.8277 2.2462 0.9384
H -0.9523 2.0671 1.1734
H -2.7250 0.4749 -1.1713
H -3.1103 -1.0343 -0.3297
H -2.8264 0.4352 0.5995
H -0.9282 -2.3598 -1.2292
H 2.6910 1.0972 0.2626
H 3.2627 -0.2881 -0.6909
H 3.0067 -0.4583 1.0609
```


A structure of composition C35H33BaN12O9S3 in a non-equilibrium geometry. Source: the Open Molecules 2025 dataset; level of theory: ωB97M-V/def2-TZVPD.

charge = -1
HOMO = -0.200 Ha
Kohn-Sham gap = 0.2506 hartree
energy relative to the best compared isomer or geometry (same formula, charge and spin) = 124.70 kJ/mol

```
93
C35H33BaN12O9S3 | the Open Molecules 2025 dataset | ωB97M-V/def2-TZVPD
Ba 0.0354 0.4379 -0.8551
C -3.3832 0.8772 1.4317
C -3.7925 0.8125 -0.0430
C -3.7188 -0.5684 -0.6536
C -4.7848 -1.1273 -1.3564
C -4.6280 -2.3866 -1.9132
C -3.4260 -3.0609 -1.7578
C -2.4239 -2.4308 -1.0388
N -2.5788 -1.2298 -0.4980
N -1.9434 1.0315 1.7205
C -1.5794 2.4459 1.8191
C -0.1116 2.7240 2.1137
C 0.2803 3.7236 3.0021
C 1.6285 3.9899 3.1605
C 2.5599 3.2425 2.4578
C 2.0871 2.2238 1.6459
N 0.7952 1.9786 1.4987
C -1.6135 0.3760 2.9784
C -1.7802 -1.1192 2.9618
C -2.6655 -1.7493 3.8304
C -2.7550 -3.1329 3.8207
C -1.9514 -3.8406 2.9428
C -1.0949 -3.1214 2.1175
N -1.0031 -1.7988 2.1164
H -3.7143 -0.0481 1.9066
H -3.9287 1.6930 1.9303
H -3.1890 1.5094 -0.6284
H -4.8226 1.1661 -0.1309
H -5.7028 -0.5678 -1.4762
H -5.4401 -2.8331 -2.4731
H -3.2633 -4.0385 -2.1900
H -1.4631 -2.9150 -0.8912
H -2.1687 2.9393 2.6133
H -1.8434 2.9383 0.8775
H -0.4707 4.2957 3.5320
H 1.9473 4.7822 3.8259
H 3.6211 3.4317 2.5350
H 2.7720 1.6151 1.0675
H -2.2132 0.7999 3.8055
H -0.5636 0.5764 3.2076
H -3.2752 -1.1521 4.4962
H -3.4422 -3.6463 4.4810
H -1.9760 -4.9198 2.8824
H -0.4484 -3.6487 1.4206
O -2.7229 1.8771 -3.8431
S -1.4935 1.5557 -3.1769
O -1.2522 0.1099 -2.9605
O -1.2604 2.2635 -1.9047
C -0.1167 1.9041 -4.3271
C -0.4602 1.4938 -5.6007
C 0.4801 1.3509 -6.6162
C 1.8034 1.6141 -6.3505
C 2.1660 2.0665 -5.0848
C 1.2452 2.2289 -4.0644
S 1.9521 2.9812 -2.5576
O 1.1006 4.0915 -2.2184
O 3.3384 3.2563 -2.8293
O 1.8128 1.8516 -1.5695
H -1.4945 1.2577 -5.8138
H 0.1649 1.0203 -7.5972
H 2.5597 1.4936 -7.1154
H 3.1927 2.3375 -4.8797
N 2.8927 -1.9573 4.5203
N 2.6847 -1.8090 3.1444
N 3.4612 -2.3747 2.2525
C 2.9165 -1.9052 1.1313
N 1.8777 -1.1021 1.3673
N 1.7467 -1.0452 2.6808
H 3.3884 -2.8371 4.6211
H 1.9679 -2.0600 4.9273
H 3.2793 -2.1505 0.1475
O 5.2405 -8.8127 -3.9215
S 4.0320 -8.2849 -4.5331
O 2.8909 -8.1793 -3.6427
O 3.7303 -8.8040 -5.8549
C 4.4975 -6.5556 -4.8780
N 5.4322 -6.3735 -5.8184
C 5.7582 -5.1251 -6.0915
C 5.1845 -4.0305 -5.4510
C 4.2506 -4.3336 -4.4760
N 3.9084 -5.5900 -4.1937
C 3.5357 -3.2899 -3.6914
C 4.0154 -1.9936 -3.5439
C 3.2845 -1.0804 -2.8005
N 2.1335 -1.3853 -2.2088
C 1.6796 -2.6314 -2.3489
C 2.3336 -3.6157 -3.0677
H 6.5099 -4.9764 -6.8619
H 5.4544 -3.0204 -5.7227
H 4.9522 -1.6827 -3.9860
H 3.6275 -0.0615 -2.6650
H 0.7359 -2.8651 -1.8631
H 1.9343 -4.6177 -3.1371
```


A cluster of 2 separate species, C4H11NO2 in total in a non-equilibrium geometry. Source: the Open Molecules 2025 dataset; level of theory: ωB97M-V/def2-TZVPD.

HOMO = -0.343 Ha
Kohn-Sham gap = 0.3637 hartree
energy relative to the best compared isomer or geometry (same formula, charge and spin) = 141.66 kJ/mol

```
18
C4H11NO2 | the Open Molecules 2025 dataset | ωB97M-V/def2-TZVPD
C 0.7566 -1.0635 1.3564
C 1.9780 -1.9019 1.2729
O 3.0271 -1.3920 1.5663
O 1.8273 -3.1864 0.9093
H -0.2976 -1.4796 1.3246
H 0.8012 -0.3006 0.5756
H 0.6375 -0.4318 2.2355
H 0.8642 -3.2707 0.8410
C -1.8149 0.8666 -0.4370
C -0.6453 0.9579 -1.4040
N 0.0741 2.2419 -1.2573
H -1.4922 1.2469 0.5235
H -2.1517 -0.2164 -0.4029
H -2.7279 1.3975 -0.7504
H 0.1338 0.2550 -1.0905
H -0.7348 0.5682 -2.4461
H 0.2307 2.7885 -2.0939
H -0.4661 2.9203 -0.7228
```


The molecule C12H13NO2 in a non-equilibrium geometry. Source: the Open Molecules 2025 dataset; level of theory: ωB97M-V/def2-TZVPD.

HOMO = -0.275 Ha
Kohn-Sham gap = 0.2843 hartree
energy relative to the best compared isomer or geometry (same formula, charge and spin) = 547.18 kJ/mol

```
28
C12H13NO2 | the Open Molecules 2025 dataset | ωB97M-V/def2-TZVPD
C -0.9660 1.7500 -1.3265
O -1.5093 0.8474 -0.3930
C -1.5755 -0.4663 -0.8451
O -0.8302 -0.6719 -1.9906
N -2.4788 -1.3190 -0.5275
C -2.9799 -1.6433 0.7545
C -2.2198 -1.9396 1.7827
C -0.9090 -1.2895 1.7193
C -0.1502 -1.1967 0.6313
C 1.0447 -0.2884 0.4599
C 1.3670 0.7084 1.3106
C 2.4206 1.6018 1.0343
C 3.0577 1.5382 -0.1708
C 2.7751 0.4238 -1.0760
C 1.7644 -0.4845 -0.7315
H -1.6315 2.0349 -2.0811
H -0.1304 1.3609 -1.8139
H -0.7230 2.6104 -0.7340
H -1.0578 -1.4671 -2.5071
H -4.0095 -1.9869 0.7970
H -2.6478 -1.9482 2.7524
H -0.6212 -0.5862 2.4418
H -0.0534 -2.1621 0.1024
H 0.9845 0.8075 2.3570
H 2.6645 2.2126 1.8371
H 3.8399 2.3260 -0.3059
H 3.2133 0.4172 -2.1158
H 1.3616 -1.1892 -1.3614
```


A structure of composition C18H56CaN9O5P3 in a non-equilibrium geometry. Source: the Open Molecules 2025 dataset; level of theory: ωB97M-V/def2-TZVPD.

HOMO = -0.272 Ha
Kohn-Sham gap = 0.1945 hartree
energy relative to the best compared isomer or geometry (same formula, charge and spin) = 1068.68 kJ/mol

```
92
C18H56CaN9O5P3 | the Open Molecules 2025 dataset | ωB97M-V/def2-TZVPD
Ca -4.1848 -19.8512 -21.2471
O -6.1857 -19.5340 -23.4642
H -7.0035 -19.0754 -23.7389
O -6.3287 -19.3158 -19.2116
H -6.9127 -18.9877 -19.9229
O -9.8314 -26.1243 -23.4863
P -10.9113 -25.3772 -24.1874
N -12.4808 -25.8996 -23.7769
C -13.1840 -25.3944 -22.6388
C -12.6224 -27.3426 -23.6492
N -10.8841 -25.7014 -25.8383
C -9.4910 -25.7820 -26.4489
C -12.0030 -25.3331 -26.7759
N -10.9158 -23.6602 -23.8663
C -9.7061 -22.8479 -23.5445
C -12.0402 -22.8695 -24.4224
H -13.0772 -24.3464 -22.3589
H -12.6451 -25.8315 -21.7982
H -14.2128 -25.7516 -22.6836
H -11.7148 -27.6744 -23.1450
H -12.4564 -27.9059 -24.5674
H -13.5078 -27.6920 -23.1180
H -8.7936 -26.1568 -25.6997
H -9.4117 -26.3915 -27.3490
H -9.1072 -24.7835 -26.6582
H -12.9555 -25.5596 -26.2969
H -12.0895 -24.2551 -26.9123
H -11.8752 -25.8672 -27.7175
H -8.8489 -23.4371 -23.2186
H -9.4693 -22.3217 -24.4692
H -9.8896 -22.1796 -22.7032
H -12.3189 -21.9822 -23.8539
H -12.7970 -23.6105 -24.6798
H -11.8291 -22.6190 -25.4620
O -7.7826 -12.6020 -25.2925
P -8.4331 -12.2828 -23.9687
N -8.6306 -13.5853 -22.9567
C -9.8208 -14.4845 -23.2106
C -7.5000 -14.2158 -22.1589
N -9.9134 -11.4582 -24.0806
C -10.8419 -11.3407 -22.9763
C -10.0371 -10.5371 -25.2750
N -7.3557 -11.3004 -22.9891
C -7.7677 -10.8962 -21.6354
C -6.1758 -10.6147 -23.4296
H -10.6234 -14.0527 -23.8084
H -10.4243 -14.7813 -22.3528
H -9.5567 -15.3793 -23.7742
H -7.8589 -14.9342 -21.4218
H -6.8665 -13.4525 -21.7071
H -7.0042 -14.8546 -22.8899
H -10.5931 -10.3795 -22.5267
H -11.8520 -11.2724 -23.3802
H -10.7130 -12.0301 -22.1419
H -9.9783 -9.4787 -25.0211
H -9.3049 -10.7510 -26.0535
H -11.0098 -10.6605 -25.7510
H -8.7203 -11.3808 -21.4214
H -6.9770 -11.1022 -20.9140
H -7.9063 -9.8272 -21.4732
H -5.2942 -10.7568 -22.8045
H -6.2644 -9.5477 -23.6340
H -5.8527 -11.0766 -24.3625
O -1.8572 -17.5234 -23.1328
P -1.2201 -17.2101 -24.4331
N 0.3882 -16.7417 -24.5290
C 1.2213 -16.6649 -25.7513
C 0.9560 -16.1662 -23.3421
N -2.0701 -15.7970 -25.1920
C -1.8347 -15.3839 -26.5841
C -2.7550 -14.7477 -24.3543
N -1.4738 -18.5452 -25.4791
C -0.8433 -19.8627 -25.2557
C -2.6086 -18.6890 -26.4505
H 1.1431 -17.5558 -26.3743
H 2.2697 -16.8116 -25.4917
H 1.2974 -15.6455 -26.1297
H 1.4479 -15.2051 -23.4916
H 1.6477 -16.8648 -22.8714
H 0.2012 -16.1276 -22.5567
H -1.9774 -14.3040 -26.6240
H -0.8523 -15.5669 -27.0193
H -2.5902 -15.8726 -27.1993
H -2.5207 -15.1422 -23.3656
H -2.2119 -13.8031 -24.3831
H -3.8009 -14.5737 -24.6071
H 0.1514 -19.9263 -25.6969
H -0.8212 -19.9417 -24.1688
H -1.4473 -20.6743 -25.6613
H -2.9891 -17.6764 -26.5846
H -3.3849 -19.2138 -25.8937
H -2.4974 -19.1455 -27.4340
```